Entry 1:
127
Properties=species:S:1:pos:R:3:forces:R:3 method="wB97M-V/def2-TZVPD" spin_multiplicity=1 homo_energy_ha=-0.326 energy_ev=-198056.7200 largest_force_ev_per_a=10.3 orbital_gap_ev=7.0
C -1.045 -1.698 -0.253 -0.735 -0.381 -1.182
C -2.374 -1.230 -1.133 -2.546 3.158 1.307
O -3.171 -0.223 -0.699 4.780 -6.231 -3.021
N -2.595 -1.973 -2.450 -0.783 0.910 3.119
C -4.039 -1.911 -2.897 -1.928 0.453 0.578
C -4.535 -3.169 -3.822 -0.003 0.056 0.357
C -3.381 -3.850 -4.761 -0.928 -0.845 -0.991
C -3.494 -3.277 -6.329 0.075 -0.694 -0.056
C -2.073 -3.523 -7.177 1.730 -0.417 -1.330
C -0.693 -2.666 -6.772 0.152 -2.214 -2.710
C -0.709 -1.547 -5.585 0.061 -0.785 0.701
C -1.831 -0.377 -5.686 -0.215 0.577 0.826
C -2.173 0.212 -7.163 -1.409 -1.290 -5.128
N -2.282 1.746 -7.290 0.066 -2.383 1.078
O -2.439 -0.462 -8.283 1.938 3.428 7.242
C 0.715 -2.926 -7.573 -4.471 -2.367 -0.457
P 2.398 -2.091 -7.247 0.540 0.221 -1.387
O 2.269 -0.365 -7.015 -0.049 -2.443 2.909
Cl 3.075 -2.966 -5.386 -0.969 0.881 -0.687
C 0.693 -4.056 -8.788 -2.149 0.398 2.128
C -0.663 -4.893 -9.163 1.644 2.389 1.999
C -2.088 -4.650 -8.416 4.801 2.605 0.141
P -3.607 -5.630 -8.973 -2.039 0.582 1.044
C -3.434 -6.513 -10.642 1.031 0.604 -1.181
O -4.844 -4.394 -9.299 3.039 -1.087 -2.056
C -0.083 -5.840 -10.325 0.231 -3.790 -2.457
O -0.308 -7.040 -10.834 0.174 6.998 3.440
N 1.145 -5.179 -10.907 1.099 0.883 2.251
C 1.041 -4.490 -12.241 -0.403 -0.426 -1.884
C 0.527 -2.934 -12.174 -0.422 -0.805 -0.449
O 1.651 -1.997 -12.030 -1.498 -0.936 2.382
C 1.938 -4.526 -9.802 2.582 1.462 0.607
O 3.267 -4.309 -9.658 -8.737 -1.554 -1.222
H -0.112 -1.157 -0.717 -1.841 -0.936 1.126
H -0.878 -2.867 -0.412 -0.385 2.554 0.477
H -1.229 -1.446 0.876 0.446 -0.427 -2.393
H -2.302 -2.968 -2.326 -0.188 1.204 -0.063
H -4.293 -0.862 -3.408 0.856 -2.344 1.073
H -4.711 -1.947 -1.911 1.297 0.287 -2.215
H -5.464 -2.773 -4.459 2.161 -0.985 1.227
H -4.967 -3.998 -3.103 0.947 1.657 -1.408
H -3.665 -5.006 -4.855 0.796 2.506 0.260
H -2.294 -3.816 -4.336 -2.099 0.187 -0.749
H -3.857 -2.157 -6.375 1.103 -2.221 0.055
H -4.396 -3.911 -6.787 2.273 1.439 0.631
H -0.926 -2.141 -4.571 0.392 1.353 -2.201
H 0.340 -1.017 -5.388 -2.213 -1.465 -0.966
H -1.428 0.540 -5.036 -0.885 -2.018 -1.530
H -2.811 -0.732 -5.103 1.985 0.791 -1.648
H -1.337 2.183 -7.348 -1.051 -0.516 0.288
H -2.819 2.070 -6.453 1.093 -0.087 -0.815
H 2.482 -0.239 -6.024 -0.507 0.136 -2.087
H -2.710 -5.899 -11.345 -1.424 -1.478 1.166
H -4.482 -6.567 -11.160 1.884 0.122 1.279
H -3.003 -7.586 -10.455 -0.782 2.197 -0.407
H -4.567 -4.064 -10.221 -0.909 -0.223 1.945
H 2.059 -4.639 -12.840 -2.147 0.690 1.474
H 0.229 -5.083 -12.882 1.714 1.072 1.584
H -0.059 -2.706 -13.184 1.517 -0.343 2.106
H -0.259 -2.856 -11.303 1.549 0.000 -1.561
H 1.769 -1.873 -11.022 -0.129 -0.215 -2.441
C 5.224 -6.900 -8.141 -0.712 0.119 -0.346
C 4.507 -6.181 -7.001 0.309 0.628 -0.433
O 4.569 -7.080 -5.895 0.668 -0.963 -0.156
S 5.953 -7.939 -5.988 0.193 -0.100 0.241
O 6.932 -7.310 -5.129 -1.133 -1.100 -1.054
O 5.625 -9.343 -5.912 0.508 1.789 0.187
O 6.324 -7.575 -7.533 -0.061 0.015 1.179
H 4.576 -7.652 -8.602 0.011 0.112 0.017
H 5.579 -6.206 -8.908 0.105 -0.171 0.241
H 3.469 -5.943 -7.246 0.145 -0.203 0.192
H 5.034 -5.264 -6.720 -0.096 -0.030 -0.127
C -0.923 1.497 2.561 -0.825 0.126 -0.296
C -1.640 2.215 3.701 0.033 0.466 -0.382
O -1.578 1.317 4.806 0.963 -1.091 -0.083
S -0.194 0.458 4.714 -0.267 -0.144 0.008
O 0.785 1.086 5.573 -0.978 -1.006 -0.955
O -0.522 -0.947 4.790 0.600 1.820 0.212
O 0.177 0.821 3.168 0.092 -0.035 1.233
H -1.571 0.745 2.100 -0.020 0.166 -0.008
H -0.568 2.190 1.794 0.125 -0.192 0.226
H -2.678 2.454 3.456 0.421 -0.395 0.379
H -1.112 3.133 3.982 -0.038 -0.006 -0.089
C 1.877 1.317 8.667 -0.693 0.051 -0.055
C 1.858 2.843 8.654 0.381 -0.352 -0.803
O 2.598 3.235 9.808 4.536 -6.084 -6.371
S 3.762 2.129 10.093 -0.075 0.217 -0.687
O 4.997 2.617 9.521 -1.105 -0.792 1.046
O 3.649 1.688 11.464 0.394 0.704 -1.523
O 3.181 0.956 9.121 0.607 0.580 0.395
H 1.147 0.919 9.379 0.002 0.076 -0.052
H 1.688 0.893 7.677 0.274 0.052 0.250
H 0.844 3.247 8.691 0.152 0.063 0.326
H 2.375 3.236 7.772 -0.170 -0.084 -0.054
C 0.651 4.323 14.182 0.450 0.335 0.466
C 0.557 5.817 13.887 -0.464 -0.031 0.502
O 1.070 5.970 12.566 -0.047 -0.773 -0.370
S 0.720 4.631 11.704 0.000 0.557 0.850
O -0.475 4.891 10.932 1.485 -0.627 0.481
O 1.943 4.132 11.118 -5.380 5.552 6.865
O 0.317 3.671 12.958 -0.254 0.623 -0.846
H 1.673 4.038 14.452 -0.083 0.040 0.015
H -0.034 4.015 14.977 0.005 -0.048 -0.323
H 1.131 6.418 14.596 -0.084 -0.219 -0.513
H -0.485 6.154 13.886 0.071 -0.037 0.129
C 4.157 7.572 17.249 0.511 0.338 -0.493
C 3.893 9.042 17.566 0.518 -0.186 0.558
O 2.529 9.261 17.212 -0.611 -1.029 -0.339
S 1.688 7.887 17.470 -0.161 0.195 0.648
O 1.043 7.989 18.760 0.617 -0.361 -1.965
O 0.976 7.553 16.258 0.584 0.616 1.740
O 2.963 6.882 17.617 -0.883 0.711 0.176
H 4.319 7.423 16.176 0.046 0.046 0.097
H 5.012 7.177 17.804 -0.336 -0.054 0.019
H 4.549 9.713 17.006 -0.339 -0.068 -0.047
H 4.000 9.239 18.637 0.074 -0.034 -0.104
C -1.976 6.831 1.332 -0.005 0.751 0.202
C -2.192 6.698 2.837 0.736 -0.071 -0.058
O -3.471 6.085 2.977 -0.404 -0.433 -1.012
S -3.721 5.084 1.714 -0.577 0.201 -0.225
O -3.381 3.741 2.129 -0.708 1.708 -0.971
O -4.987 5.423 1.106 1.691 -0.779 1.005
O -2.521 5.642 0.762 -0.524 -0.678 0.807
H -2.527 7.686 0.928 0.084 -0.048 0.072
H -0.918 6.927 1.073 -0.223 -0.242 -0.039
H -2.168 7.664 3.347 -0.264 -0.216 -0.062
H -1.447 6.032 3.284 0.018 0.128 -0.043

Entry 2:
7
Properties=species:S:1:pos:R:3:forces:R:3 method="wB97M-V/def2-TZVPD" spin_multiplicity=1 homo_energy_ha=-0.358 e_above_lowest_kcal_mol=0.0 energy_ev=-18375.7891 largest_force_ev_per_a=0.5 orbital_gap_ev=10.5
C -0.773 0.174 0.000 0.018 -0.376 0.000
C 0.649 -0.217 0.000 -0.257 0.470 0.000
F 1.187 -0.794 1.081 -0.075 -0.038 0.151
F 1.187 -0.794 -1.081 -0.075 -0.038 -0.151
S 0.414 1.554 0.000 0.317 0.081 0.000
H -1.332 0.038 -0.916 0.036 -0.050 -0.039
H -1.332 0.038 0.916 0.036 -0.050 0.039

Entry 3:
97
Properties=species:S:1:pos:R:3:forces:R:3 method="wB97M-V/def2-TZVPD" s2=0.757 spin_multiplicity=2 homo_energy_ha="-0.328 / -0.328" energy_ev=-128083.5652 largest_force_ev_per_a=5.2 orbital_gap_ev="7.5 / 7.2"
Cs 0.579 -0.683 1.351 3.869 0.466 1.897
C 1.811 -0.042 -2.860 -0.372 0.001 0.040
C 0.671 -0.369 -3.817 0.366 0.011 -0.226
C 0.638 0.652 -4.954 -0.112 0.003 0.178
C 0.830 -1.780 -4.379 -0.042 0.206 0.139
O -0.577 -0.367 -3.127 -0.145 -0.339 -0.109
Ge -1.278 0.691 -1.927 0.292 0.537 -1.395
O -0.684 2.307 -2.208 0.169 0.058 -0.176
C -1.203 3.624 -1.966 -0.109 0.403 -0.043
C -0.069 4.443 -1.353 -0.111 -0.176 -0.092
C -1.602 4.197 -3.324 0.082 -0.199 0.125
C -2.388 3.620 -1.014 0.152 -0.214 -0.103
O -3.018 0.399 -1.951 -0.162 0.242 -0.361
C -3.831 -0.227 -2.969 -0.260 -0.211 -0.378
C -3.436 0.237 -4.370 0.179 0.079 0.241
C -3.646 -1.738 -2.849 0.164 0.227 -0.022
C -5.282 0.169 -2.707 0.219 0.044 0.169
H 2.764 -0.027 -3.386 0.050 0.000 0.006
H 1.853 -0.778 -2.056 0.082 -0.023 0.053
H 1.630 0.944 -2.427 0.129 0.091 0.023
H 1.597 0.670 -5.471 0.029 -0.001 -0.037
H 0.442 1.643 -4.543 -0.014 0.055 -0.037
H -0.141 0.407 -5.676 -0.042 -0.010 -0.006
H 1.700 -1.821 -5.035 0.041 -0.067 -0.025
H -0.059 -2.052 -4.948 -0.004 -0.019 -0.055
H 0.962 -2.495 -3.567 0.000 -0.060 0.012
H 0.800 4.451 -2.010 0.029 0.005 -0.018
H 0.212 4.016 -0.389 0.023 0.007 0.027
H -0.407 5.466 -1.192 0.053 0.051 0.004
H -0.749 4.162 -4.002 0.004 0.045 -0.045
H -1.943 5.227 -3.227 -0.024 0.027 -0.014
H -2.405 3.593 -3.747 -0.052 0.039 -0.053
H -2.097 3.196 -0.054 -0.085 -0.011 0.051
H -3.210 3.028 -1.418 -0.046 -0.027 0.052
H -2.741 4.638 -0.854 -0.005 0.039 0.003
H -2.383 0.033 -4.555 0.003 -0.032 -0.094
H -3.619 1.306 -4.486 -0.012 0.036 -0.012
H -4.031 -0.301 -5.107 -0.049 0.024 -0.042
H -2.606 -1.991 -3.061 -0.005 -0.081 -0.003
H -4.293 -2.266 -3.549 -0.013 -0.018 -0.032
H -3.897 -2.050 -1.840 -0.091 -0.100 0.057
H -5.436 1.223 -2.937 -0.003 0.020 -0.013
H -5.548 0.001 -1.667 0.005 -0.086 0.067
H -5.931 -0.433 -3.342 -0.067 0.044 -0.034
C 2.228 1.464 3.657 -0.035 0.009 -0.136
C 2.966 0.225 3.296 0.458 -0.036 0.367
C 3.479 -0.780 4.128 0.036 -0.097 -0.175
C 4.089 -1.702 3.285 -0.136 0.187 0.243
C 4.807 -2.962 3.615 -0.052 0.004 -0.166
N 3.930 -1.258 2.026 0.494 -0.278 0.051
N 3.241 -0.127 2.046 0.654 0.594 0.499
B 4.461 -1.804 0.672 -0.382 -0.039 -0.156
N 3.463 -2.806 0.106 0.283 -0.565 -0.154
N 2.192 -2.419 -0.126 0.096 -0.164 -0.438
C 1.521 -3.490 -0.516 0.431 -0.386 -0.060
C 0.064 -3.450 -0.831 0.008 0.082 0.085
C 2.381 -4.607 -0.550 0.055 0.080 0.029
C 3.610 -4.130 -0.147 -0.101 -0.097 -0.015
C 4.899 -4.867 0.002 -0.039 0.141 0.039
N 4.480 -0.531 -0.205 0.370 -0.217 -0.047
N 3.714 0.498 0.130 -0.275 0.313 -0.060
C 3.905 1.513 -0.700 0.156 0.082 -0.193
C 3.208 2.819 -0.555 -0.013 -0.079 0.149
C 4.822 1.082 -1.667 -0.008 -0.117 0.192
C 5.165 -0.219 -1.317 -0.013 0.335 -0.143
C 6.088 -1.168 -1.997 -0.116 -0.116 0.182
H 2.659 1.904 4.555 -0.015 0.041 -0.017
H 2.287 2.183 2.842 -0.054 0.071 0.033
H 1.176 1.253 3.860 -0.013 0.039 -0.018
H 3.432 -0.823 5.202 -0.051 -0.003 0.035
H 4.906 -3.053 4.694 0.005 -0.041 0.011
H 4.258 -3.826 3.236 0.019 -0.047 0.035
H 5.800 -2.971 3.164 0.015 -0.017 0.016
H 5.547 -2.282 0.782 0.120 -0.073 0.032
H -0.199 -2.483 -1.256 -0.142 0.053 -0.106
H -0.197 -4.238 -1.535 -0.011 0.040 -0.052
H -0.527 -3.597 0.075 -0.065 0.021 0.006
H 2.141 -5.618 -0.835 -0.004 -0.032 -0.011
H 4.753 -5.908 -0.275 0.033 -0.012 -0.012
H 5.673 -4.438 -0.635 0.044 -0.049 0.010
H 5.258 -4.831 1.032 0.057 -0.031 -0.004
H 2.157 2.659 -0.318 -0.042 0.048 -0.040
H 3.655 3.407 0.247 -0.013 0.041 -0.014
H 3.277 3.387 -1.480 -0.030 0.017 -0.008
H 5.182 1.644 -2.511 0.001 0.015 -0.052
H 6.559 -0.678 -2.845 0.012 -0.028 -0.011
H 6.859 -1.510 -1.306 0.052 -0.025 -0.037
H 5.541 -2.045 -2.347 0.033 -0.021 -0.057
F -5.042 -1.118 0.304 -0.002 -0.889 -0.149
Te -2.683 -0.309 0.609 0.537 3.311 3.984
F -3.600 1.376 0.522 0.350 -0.394 -0.722
F -3.673 -0.330 2.301 0.128 -0.748 -0.464
F -1.469 -1.710 1.650 -2.997 -1.371 -0.169
F -1.638 0.782 1.904 -0.419 -0.134 -0.789
O -0.878 0.175 -0.344 -2.089 0.595 -1.187
O -3.964 -2.802 1.580 -0.383 -0.160 -0.058
N -3.914 -2.449 0.539 -1.063 -0.941 0.006

Entry 4:
66
Properties=species:S:1:pos:R:3:forces:R:3 method="wB97M-V/def2-TZVPD" spin_multiplicity=1 homo_energy_ha=-0.302 e_above_lowest_kcal_mol=22.7 energy_ev=-51998.3127 largest_force_ev_per_a=0.6 orbital_gap_ev=8.8
C -0.074 5.076 0.951 0.045 0.178 -0.180
H -0.661 4.919 0.040 0.035 -0.004 0.026
O -0.315 4.064 1.899 -0.032 -0.311 0.177
C -0.093 2.771 1.547 -0.035 -0.277 0.136
C 0.447 2.372 0.330 0.078 0.287 -0.233
C 0.595 1.021 0.035 0.044 -0.097 0.360
C 0.201 0.051 0.967 0.312 -0.047 -0.108
C -0.295 0.472 2.194 0.187 0.161 -0.165
C -0.442 1.809 2.494 -0.035 0.244 0.011
H -0.840 2.133 3.441 -0.061 0.049 0.139
H -0.594 -0.273 2.916 -0.052 -0.121 0.084
C 0.202 -1.424 0.640 -0.171 -0.065 0.027
N -1.061 -1.841 0.038 0.522 0.093 -0.042
C -1.801 -2.751 0.712 -0.288 -0.293 -0.207
O -1.478 -3.155 1.815 -0.075 -0.196 0.352
C -3.070 -3.286 0.039 0.199 -0.186 0.210
C -4.172 -2.284 -0.001 -0.280 0.111 0.198
C -4.757 -1.691 -1.076 0.102 -0.230 0.175
C -5.771 -0.771 -0.724 -0.157 0.127 0.104
C -5.946 -0.679 0.616 0.156 -0.137 0.253
S -4.881 -1.719 1.480 -0.042 0.019 -0.536
H -6.637 -0.068 1.160 -0.177 0.157 0.066
H -6.338 -0.207 -1.443 -0.118 0.124 -0.089
H -4.489 -1.904 -2.096 0.142 -0.074 -0.169
H -2.843 -3.642 -0.967 -0.062 0.010 0.021
H -3.375 -4.142 0.647 0.154 0.052 -0.126
C -1.406 -1.239 -1.227 -0.104 0.059 -0.353
C -2.009 0.136 -1.097 -0.218 0.281 -0.021
C -2.631 0.586 0.061 -0.021 0.099 -0.212
C -3.124 1.878 0.108 0.060 -0.109 -0.085
C -2.967 2.684 -1.008 -0.124 0.097 0.212
N -2.388 2.267 -2.122 -0.006 0.408 -0.445
C -1.936 1.028 -2.163 0.066 -0.425 0.216
H -1.477 0.728 -3.097 0.120 -0.124 -0.081
H -3.317 3.708 -1.018 -0.072 0.082 0.093
H -3.608 2.252 0.997 -0.048 0.065 0.099
H -2.713 -0.057 0.923 0.002 -0.033 0.034
H -0.492 -1.174 -1.824 -0.206 -0.096 0.029
H -2.099 -1.884 -1.769 0.113 -0.003 0.031
C 1.396 -1.854 -0.223 -0.025 -0.054 0.452
O 1.294 -2.480 -1.256 -0.103 -0.244 -0.301
N 2.573 -1.517 0.339 0.170 -0.019 0.203
H 2.569 -0.970 1.186 -0.143 0.030 -0.037
C 3.852 -1.755 -0.289 -0.086 -0.184 -0.157
C 4.807 -2.508 0.656 0.023 0.041 0.059
H 4.257 -3.045 1.427 -0.019 -0.105 -0.054
H 5.390 -3.231 0.086 0.050 -0.055 -0.014
C 5.729 -1.431 1.220 0.129 -0.108 -0.142
H 6.659 -1.840 1.612 0.014 0.026 0.120
H 5.230 -0.883 2.020 -0.011 0.051 0.094
C 5.950 -0.517 0.018 -0.019 0.099 0.083
H 6.656 -0.983 -0.671 0.085 -0.005 -0.019
H 6.339 0.461 0.297 0.086 0.026 -0.055
C 4.566 -0.428 -0.629 0.124 -0.025 -0.070
H 4.001 0.399 -0.194 -0.047 0.048 -0.024
H 4.625 -0.264 -1.703 -0.066 0.081 -0.059
H 3.628 -2.339 -1.184 0.056 0.082 0.133
H 0.263 -1.993 1.578 0.053 0.189 -0.250
O 1.111 0.565 -1.138 -0.300 -0.015 0.368
C 1.522 1.485 -2.120 0.076 0.179 -0.214
H 1.881 0.878 -2.949 -0.002 0.076 0.005
H 0.690 2.110 -2.460 0.026 -0.006 0.031
H 2.337 2.121 -1.760 -0.036 -0.024 0.011
H 0.731 3.108 -0.401 0.015 0.088 -0.086
H 0.988 5.145 0.695 -0.042 -0.017 -0.004
H -0.387 6.004 1.427 0.039 -0.037 -0.076